C23H43IN7O4S2 | ωB97M-V/def2-TZVPD

Positions of all 80 atoms, in Å:
N1 -8.700 0.219 -1.015
H1 1.413 -3.314 0.551
H2 5.085 1.662 -1.902
H3 -6.824 -1.858 -4.824
H4 2.162 5.382 -4.802
N2 3.585 -1.558 0.288
N3 -2.737 -1.477 0.903
H5 1.038 -5.533 -0.297
C1 -0.540 -2.894 6.521
H6 -10.351 0.328 -3.685
I1 0.548 -0.392 -0.277
S1 2.397 -0.960 1.239
H7 2.289 -2.824 6.318
C2 2.862 2.848 -0.779
H8 3.143 4.808 -3.468
C3 1.192 -4.947 2.578
C4 3.594 6.821 -4.113
H9 -4.961 2.402 1.239
H10 6.746 2.167 -1.594
C5 -5.606 0.825 -0.068
C6 -7.182 -0.998 -4.260
C7 -8.705 -0.929 -4.302
C8 -0.078 -4.279 6.434
H11 3.964 2.460 0.954
H12 1.890 -4.399 3.205
H13 -9.124 -1.844 -3.879
C9 -3.302 1.068 0.995
C10 -9.267 0.287 -3.561
H14 5.213 4.104 -1.322
H15 2.753 -5.756 -0.461
C11 -2.985 -0.357 0.948
C12 2.001 -5.264 0.151
H16 2.858 7.293 -3.461
C13 4.100 4.674 -5.388
H17 2.395 -1.130 5.855
C14 -4.806 1.326 1.129
H18 0.461 -2.188 4.733
S2 3.661 -3.232 0.330
H19 -2.917 1.549 0.093
C15 1.786 -1.858 6.389
H20 -2.771 1.512 1.839
H21 5.856 1.260 -0.367
C16 3.918 3.210 0.161
O1 4.485 -3.654 -0.801
N4 5.941 6.955 -2.975
C17 0.388 -1.916 5.788
H22 -8.863 1.207 -3.987
O2 4.186 -3.686 1.622
H23 0.502 -4.262 2.091
H24 6.002 3.704 0.193
H25 1.632 -6.838 1.584
H26 1.749 -1.567 7.443
H27 3.748 3.661 -5.581
H28 -6.660 1.055 0.051
N5 2.117 -3.814 0.024
C18 4.905 6.899 -3.467
C19 3.176 5.376 -4.400
H29 0.613 -5.592 3.241
H30 -0.063 -0.923 5.828
H31 3.650 4.159 0.632
H32 -5.516 -0.257 -0.180
H33 -5.182 0.857 2.040
H34 -9.035 -0.879 -5.342
C20 5.766 2.031 -1.133
H35 -6.738 -0.101 -4.696
N6 0.291 -5.363 6.352
H36 3.035 -5.869 1.945
H37 -1.542 -2.837 6.092
O3 1.881 -1.868 2.272
N7 2.042 2.532 -1.516
C21 5.274 3.346 -0.537
H38 3.615 7.400 -5.038
H39 4.136 5.208 -6.341
H40 -0.628 -2.614 7.573
H41 5.117 4.602 -4.999
H42 -6.816 -1.096 -3.237
H43 -5.258 1.294 -0.991
O4 2.837 0.334 1.791
C22 -8.964 0.247 -2.131
C23 2.007 -5.810 1.592

Computed properties:
LUMO level = 0.0666 Eh
orbital gap = 7.7 eV
HOMO level = -0.217 hartree
charge = -1

C2H3NO2 | ωB97M-V/def2-TZVPD

Positions of all 8 atoms, in Å:
C1 -1.207 0.091 0.191
H1 0.390 -1.295 0.109
C2 0.240 0.784 0.155
O1 0.623 1.962 -0.042
N1 0.944 -0.403 -0.170
O2 -2.284 0.680 -0.171
H2 -0.827 -1.147 0.099
H3 2.122 -0.672 -0.170

Computed properties:
LUMO level = -0.0295 Eh
orbital gap = 9.2 eV
HOMO level = -0.369 hartree
structure (SMILES) = NC(=O)C=O
relative energy (zero: lowest compared OMol25 entry of this formula, charge and spin) = 83.8 kcal/mol
charge = 0

C17H16N3O11Yb | ωB97M-V/def2-TZVPD

Positions of all 48 atoms, in Å:
C1 0.365 -2.153 3.229
H1 -0.733 -2.926 -1.775
C2 -2.701 0.867 -1.668
H2 -1.618 -0.908 -3.871
C3 1.917 3.089 -2.442
H3 4.753 2.146 -1.256
C4 -1.489 -2.260 -2.182
H4 3.619 3.310 -3.746
C5 -1.361 0.374 2.480
H5 -3.607 -0.941 -2.381
O1 0.724 -1.946 -0.394
C6 3.436 3.221 -2.675
C7 -0.845 -1.392 -3.264
O2 -1.489 1.135 -1.379
O3 0.652 -3.789 0.887
H6 3.772 4.144 -2.201
C8 0.894 -1.600 1.937
C9 -0.529 -1.482 3.959
C10 2.787 1.308 -1.444
C11 4.019 1.966 -2.041
H7 0.625 -3.174 3.490
H8 -1.598 -3.074 0.203
N1 1.309 -0.432 1.727
C12 -3.119 -0.600 -1.460
H9 -3.886 -0.592 -0.683
N2 -2.026 -1.481 -1.080
O4 -1.550 -0.443 1.335
H10 -0.500 0.344 -2.486
H11 -0.932 -1.932 4.863
H12 -0.846 0.650 4.414
C13 -2.353 -2.294 0.070
C14 0.749 -2.569 0.734
Yb1 0.459 0.215 -0.210
O5 -1.534 2.722 2.819
C15 -2.383 -1.515 1.371
H13 -2.277 -2.862 -2.675
O6 0.060 -0.408 -2.792
H14 -0.282 -2.059 -3.920
O7 -3.562 1.625 -2.106
C16 -1.099 1.825 2.106
H15 4.461 1.273 -2.759
O8 -3.056 -1.831 2.309
O9 -0.323 1.907 1.095
H16 -3.329 -2.789 -0.013
O10 2.810 0.246 -0.800
N3 1.651 1.971 -1.688
O11 1.123 3.884 -2.894
C17 -0.963 -0.105 3.645

Computed properties:
LUMO level (alpha / beta) = 0.1757 / 0.1757 Eh
orbital gap (alpha / beta) = 6.3 / 6.3 eV
HOMO level (alpha / beta) = -0.056 / -0.056 hartree
multiplicity = 2
relative energy (zero: lowest compared OMol25 entry of this formula, charge and spin) = 109.9 kcal/mol
charge = -2

C44H33AsO5PPdS | ωB97M-V/def2-TZVPD

Positions of all 86 atoms, in Å:
P1 2.146 0.302 -0.416
H1 5.848 0.967 -3.596
C1 -1.442 4.141 0.414
C2 2.789 -2.361 -0.365
C3 -3.793 1.328 -0.539
C4 2.820 1.792 0.427
H2 -2.978 -4.374 1.667
C5 -4.171 -5.676 -1.765
C6 4.214 0.683 -2.242
C7 0.657 -0.423 -3.077
H3 -2.451 -6.964 -1.873
O1 -0.053 -0.435 -4.094
O2 -2.173 3.997 -1.862
H4 -3.285 -4.776 4.078
C8 -2.624 6.682 0.586
H5 -0.871 4.449 2.420
H6 2.914 3.064 3.577
C9 -2.103 4.690 -0.687
H7 -3.218 6.354 -1.451
C10 -2.160 -0.895 -0.133
O3 -0.644 2.110 -0.606
H8 1.997 -2.418 -1.109
C11 3.651 4.067 0.430
H9 5.572 -2.110 2.304
H10 -4.849 -6.413 -2.179
C12 2.664 1.886 1.813
H11 -3.095 7.657 0.639
C13 -1.848 -3.276 4.651
C14 3.286 2.912 -0.257
H12 4.005 4.927 -0.125
C15 2.660 0.212 -4.483
C16 4.792 -2.189 1.556
C17 -2.399 -3.801 2.380
C18 -2.579 -4.028 3.739
C19 4.462 -3.422 1.013
C20 3.108 -1.127 0.197
H13 -4.417 2.200 -0.702
H14 2.022 -0.001 -5.331
C21 -1.385 4.901 1.581
H15 2.215 1.076 2.368
C22 -1.489 -2.850 1.926
H16 -2.651 4.548 -2.491
C23 -0.947 -2.318 4.207
C24 -1.958 -5.032 -1.075
As1 -1.094 -2.549 0.053
H17 -4.146 -2.488 -0.610
H18 4.979 -4.316 1.339
C25 -2.827 -5.986 -1.595
H19 -2.534 -0.569 1.958
C26 -3.522 0.906 0.745
C27 -2.698 5.949 -0.588
C28 2.090 0.110 -3.220
H20 3.196 -4.458 -0.387
O4 -0.417 2.342 1.581
H21 -0.391 -1.718 4.919
C29 -3.235 0.654 -1.631
H22 -3.924 1.441 1.597
O5 0.364 -0.746 -1.887
S1 0.541 -0.947 2.409
H23 -5.686 -4.166 -1.543
H24 -1.936 -0.910 -2.282
C30 -2.419 -3.770 -0.711
C31 -2.706 -0.215 0.953
C32 4.118 -1.043 1.146
H25 -3.411 1.011 -2.638
H26 -1.885 6.717 2.611
H27 3.343 2.907 -1.336
Pd1 -0.038 0.278 0.507
H28 -1.989 -3.423 5.715
C33 3.045 3.026 2.502
C34 -2.413 -0.432 -1.437
C35 4.790 0.750 -3.501
C36 -0.732 -2.107 2.841
H29 -0.910 -5.279 -0.957
H30 3.835 5.018 2.348
C37 -4.639 -4.415 -1.412
C38 2.855 0.389 -2.104
C39 4.002 0.536 -4.630
C40 -3.767 -3.466 -0.886
C41 -0.793 2.779 0.472
C42 3.548 4.121 1.811
C43 3.462 -3.501 0.047
C44 -1.957 6.159 1.687
H31 4.443 0.602 -5.618
H32 4.832 0.840 -1.364
H33 4.389 -0.088 1.582

Computed properties:
LUMO level (alpha / beta) = 0.0721 / 0.0638 Eh
orbital gap (alpha / beta) = 6.6 / 6.4 eV
HOMO level (alpha / beta) = -0.169 / -0.172 hartree
relative energy (zero: lowest compared OMol25 entry of this formula, charge and spin) = 25.0 kcal/mol
charge = -1

C5H11N | ωB97M-V/def2-TZVPD

Positions of all 17 atoms, in Å:
C1 0.472 -1.356 0.631
H1 -1.682 -1.354 0.021
C2 -0.446 -0.046 -1.172
C3 -0.362 1.988 0.318
H2 0.157 -0.318 -2.066
H3 -1.026 2.483 -0.387
H4 1.108 -2.247 0.598
H5 0.489 2.643 0.549
N1 0.325 0.870 -0.346
H6 2.054 -0.077 0.004
H7 -0.875 1.733 1.244
H8 -1.315 0.423 -1.639
C4 1.120 -0.001 0.568
H9 1.339 0.476 1.522
C5 -0.665 -1.346 -0.402
H10 -0.749 -2.225 -1.055
H11 0.053 -1.648 1.612

Computed properties:
LUMO level = 0.0415 Eh
orbital gap = 9.2 eV
HOMO level = -0.298 hartree
structure (SMILES) = CN1CCCC1
relative energy (zero: lowest compared OMol25 entry of this formula, charge and spin) = 24.6 kcal/mol
charge = 0

C26H33F2IrN10S2Se2 | ωB97M-V/def2-TZVPD

Positions of all 76 atoms, in Å:
C1 -2.037 -1.625 -0.013
H1 -0.618 1.614 4.176
C2 0.973 -2.958 0.917
H2 0.290 -2.307 1.439
N1 0.783 0.633 -2.858
S1 1.319 -0.722 3.245
H3 -4.933 0.231 -4.656
C3 1.241 -0.108 -3.887
C4 4.929 -2.462 5.161
C5 0.780 1.957 -2.971
H4 5.597 -0.405 5.175
Ir1 0.738 -0.770 -1.257
H5 1.221 3.659 -4.191
C6 -2.352 2.570 3.293
C7 2.765 -4.504 -0.402
H6 3.645 0.339 4.110
H7 -1.843 -0.968 0.818
H8 2.024 -0.219 -5.873
F1 2.550 1.387 -0.803
C8 -0.017 1.182 1.167
H9 0.454 2.513 -2.103
C9 1.675 0.421 -5.075
H10 -2.659 4.706 3.421
C10 1.217 2.580 -4.134
H11 -1.314 4.116 4.372
F2 3.309 -0.524 -0.053
H12 0.936 3.476 1.369
H13 -1.394 4.330 1.320
C11 -0.863 4.335 2.277
H14 -1.510 0.553 3.099
H15 -3.709 -3.945 -1.499
H16 -2.952 2.466 2.382
H17 -3.758 -2.615 0.670
N2 2.778 -2.770 4.125
H18 -0.446 5.334 2.408
Se1 3.191 -2.769 -2.562
C12 -3.859 1.379 -3.348
C13 -5.573 2.694 -4.520
Se2 1.113 -1.986 -3.371
H19 3.867 -4.321 4.878
N3 0.233 0.512 0.255
H20 -4.016 3.359 -3.213
H21 -5.354 2.304 -5.514
C14 3.848 -3.247 4.724
C15 1.362 -4.155 1.490
H22 0.883 3.386 3.132
N4 -4.410 2.534 -3.642
H23 3.265 -0.036 -1.976
H24 -5.788 3.754 -4.609
C16 2.345 -3.285 -0.899
C17 2.627 0.039 -1.089
N5 -4.230 0.250 -3.930
N6 -1.306 -1.721 -1.106
S2 -2.615 1.326 -2.134
C18 -1.904 -2.695 -1.879
H25 5.782 -2.890 5.660
C19 -1.193 1.585 3.247
N7 1.445 -2.512 -0.251
N8 3.739 -0.650 4.290
H26 2.594 -5.898 1.221
C20 1.664 1.811 -5.193
H27 -1.510 -3.008 -2.830
N9 -3.068 -2.487 -0.054
C21 -1.829 4.001 3.414
H28 3.462 -5.106 -0.969
C22 4.838 -1.127 4.909
H29 2.015 2.280 -6.103
H30 -3.902 -0.634 -3.571
C23 2.680 -1.440 3.917
H31 0.958 -4.429 2.453
N10 -0.275 1.962 2.159
H32 -2.999 2.321 4.134
H33 -6.443 2.191 -4.096
C24 0.277 3.328 2.224
C25 -3.002 -3.178 -1.234
C26 2.274 -4.946 0.820

Computed properties:
LUMO level (alpha / beta) = -0.3055 / -0.4210 Eh
orbital gap (alpha / beta) = 5.9 / 2.8 eV
HOMO level (alpha / beta) = -0.522 / -0.522 hartree
multiplicity = 2
relative energy (zero: lowest compared OMol25 entry of this formula, charge and spin) = 0.0 kcal/mol
charge = +3

C21H35NO2Sb2Sm | ωB97M-V/def2-TZVPD

Positions of all 62 atoms, in Å:
Sb1 4.139 -16.751 -6.794
H1 -0.043 -11.479 -5.140
H2 4.138 -18.459 -4.745
H3 3.412 -17.420 -10.876
Sb2 2.248 -15.014 -10.629
H4 3.098 -13.446 -12.604
C1 6.815 -11.736 -10.915
C2 0.385 -14.880 -11.660
H5 8.878 -11.687 -9.208
Sm1 2.587 -14.071 -7.594
O1 0.740 -12.520 -8.166
H6 2.517 -17.908 -4.985
H7 1.885 -17.394 -11.730
C3 3.538 -14.327 -12.136
H8 -0.509 -14.959 -11.012
H9 4.021 -19.196 -8.022
C4 0.552 -11.277 -6.038
H10 4.477 -14.074 -11.641
H11 7.944 -14.673 -9.589
C5 7.050 -12.723 -9.699
H12 -0.739 -19.806 -7.210
H13 8.798 -13.744 -10.766
H14 0.055 -10.510 -6.526
H15 0.243 -15.661 -12.507
H16 3.852 -11.682 -6.374
H17 6.295 -18.290 -6.739
H18 6.329 -10.815 -10.492
H19 0.480 -13.910 -12.100
C6 5.831 -13.135 -9.063
H20 3.830 -16.870 -4.163
C7 0.226 -18.199 -10.023
O2 0.671 -13.682 -6.328
C8 7.769 -13.906 -10.340
C9 2.365 -17.221 -10.777
H21 2.201 -9.962 -5.716
C10 -0.637 -18.856 -9.118
H22 -1.685 -19.035 -9.355
H23 1.749 -19.445 -6.707
C11 3.568 -18.248 -8.279
H24 7.798 -11.437 -11.373
C12 3.576 -17.552 -4.948
C13 1.571 -17.916 -9.706
H25 8.318 -12.741 -7.904
H26 3.771 -15.060 -12.892
C14 4.743 -13.365 -8.517
H27 -0.154 -18.092 -11.028
H28 2.211 -11.491 -4.795
C15 2.042 -11.005 -5.764
H29 6.709 -16.841 -5.945
H30 6.146 -12.228 -11.685
H31 4.032 -17.913 -9.181
C16 2.139 -18.393 -8.539
H32 7.521 -11.032 -8.343
H33 6.727 -16.827 -7.763
C17 6.207 -17.200 -6.801
C18 1.262 -19.024 -7.594
C19 -0.081 -19.239 -7.888
C20 7.952 -11.991 -8.685
H34 2.983 -11.204 -7.636
H35 7.174 -14.346 -11.103
N1 2.951 -11.699 -6.745
C21 0.551 -12.540 -6.945

Computed properties:
LUMO level (alpha / beta) = -0.1298 / -0.1094 Eh
orbital gap (alpha / beta) = 7.6 / 8.2 eV
HOMO level (alpha / beta) = -0.409 / -0.410 hartree
multiplicity = 6
relative energy (zero: lowest compared OMol25 entry of this formula, charge and spin) = 0.0 kcal/mol
charge = +1

C5H12N2 | ωB97M-V/def2-TZVPD

Positions of all 19 atoms, in Å:
C1 0.031 1.077 -0.988
H1 -0.525 0.405 -1.652
H2 2.060 0.320 -1.426
H3 0.526 -2.659 1.496
N1 1.314 -0.678 0.222
H4 -2.473 0.475 1.480
H5 -0.222 1.696 1.016
N2 0.534 -2.877 0.504
H6 -1.283 -0.657 1.111
C2 0.984 -1.941 -0.220
H7 1.846 1.354 -0.009
C3 -0.885 1.339 0.215
H8 1.140 -2.061 -1.285
H9 -1.558 2.162 -0.042
H10 -2.346 -0.216 -0.126
C4 1.408 0.533 -0.577
C5 -1.781 0.223 0.673
H11 1.003 -0.500 1.138
H12 0.227 2.007 -1.530

Computed properties:
LUMO level = 0.0376 Eh
orbital gap = 9.9 eV
HOMO level = -0.325 hartree
structure (SMILES) = [H]/N=C\NCCCC
relative energy (zero: lowest compared OMol25 entry of this formula, charge and spin) = 18.0 kcal/mol
charge = 0

C2H4NO2P | ωB97M-V/def2-TZVPD

Positions of all 10 atoms, in Å:
N1 1.763 0.255 -0.047
H1 -1.617 -1.134 0.162
H2 -0.938 0.431 -1.450
C1 -0.621 0.593 -0.344
H3 -0.773 -0.650 1.451
C2 -0.677 -0.816 0.430
P1 0.584 -1.845 -0.397
H4 -1.257 1.238 0.275
O1 0.696 1.166 -0.267
O2 2.841 0.764 0.187

Computed properties:
LUMO level (alpha / beta) = -0.0306 / -0.0293 Eh
orbital gap (alpha / beta) = 6.7 / 6.7 eV
HOMO level (alpha / beta) = -0.278 / -0.276 hartree
relative energy (zero: lowest compared OMol25 entry of this formula, charge and spin) = 158.4 kcal/mol
charge = 0

C30H28N7S3V | ωB97M-V/def2-TZVPD

Positions of all 69 atoms, in Å:
C1 -3.301 -0.063 0.716
C2 2.481 6.712 4.462
H1 -2.435 2.454 1.303
N1 0.965 0.914 1.473
H2 1.567 -2.881 2.302
C3 1.577 -2.930 1.223
H3 1.678 -3.001 -2.674
C4 -2.467 1.701 2.087
H4 -2.518 -1.557 -1.828
H5 -4.192 -0.062 1.346
H6 -1.715 -3.741 4.820
C5 0.578 -2.278 0.477
C6 -0.174 -1.251 -3.023
H7 -1.712 -3.097 -2.198
C7 2.749 4.411 4.987
H8 3.841 5.412 3.417
C8 -1.957 -0.627 2.562
N2 2.859 3.225 -3.677
C9 -2.509 -1.761 4.590
H9 -1.926 -2.607 -0.508
C10 1.639 -2.981 -1.594
C11 2.073 0.329 1.981
H10 1.082 3.776 3.221
S1 3.506 2.827 4.712
C12 -1.763 -2.862 4.191
H11 -3.468 0.625 -0.111
H12 -3.254 0.183 4.075
H13 -0.334 -2.158 -3.606
C13 2.839 0.894 2.962
H14 0.831 -0.878 -3.176
C14 2.499 2.159 3.474
H15 -3.146 -1.070 0.342
S2 -1.198 1.643 -0.946
S3 1.572 0.740 -1.343
C15 1.805 3.140 -3.229
H16 -0.894 -0.497 -3.334
H17 -3.033 -1.780 5.536
C16 2.589 -3.645 -0.848
C17 0.665 2.143 1.933
H18 3.371 -4.195 -1.354
N3 -2.119 0.375 1.527
H19 0.552 6.013 6.972
C18 0.620 -2.300 -0.931
C19 2.562 -3.616 0.555
H20 2.727 7.584 3.868
C20 0.348 1.907 -1.774
C21 0.530 2.957 -2.604
V1 -0.154 -0.026 -0.017
H21 3.330 -4.131 1.115
C22 -2.627 -0.643 3.771
C23 -0.541 3.879 -2.840
H22 2.364 -0.620 1.553
H23 -1.781 1.964 2.888
N4 -0.418 -1.540 -1.584
C24 1.826 4.577 6.008
N5 -1.434 4.592 -2.954
C25 -1.739 -2.249 -1.515
N6 1.578 6.891 5.424
C26 1.274 5.840 6.181
H24 1.548 3.758 6.658
H25 3.718 0.371 3.312
C27 1.383 2.784 2.914
H26 -0.502 -3.704 2.673
H27 -3.482 1.684 2.486
H28 -0.164 2.643 1.460
N7 -0.457 -1.487 1.000
C28 3.102 5.498 4.201
C29 -1.150 -1.698 2.207
C30 -1.074 -2.844 2.988

Computed properties:
LUMO level (alpha / beta) = -0.3040 / -0.3042 Eh
orbital gap (alpha / beta) = 5.9 / 5.9 eV
HOMO level (alpha / beta) = -0.520 / -0.520 hartree
relative energy (zero: lowest compared OMol25 entry of this formula, charge and spin) = 0.0 kcal/mol
charge = +2